1.
# C5H3CeO6

A molecular structure, C5H3CeO6 in a non-equilibrium geometry (ωB97M-V/def2-TZVPD, the OMol25 dataset).

Structure (XYZ):
```
15
C5H3CeO6 | the OMol25 dataset | ωB97M-V/def2-TZVPD
O 3.00800 -0.15644 -0.83079
C 3.96348 -0.66536 -1.21746
Ce -0.71030 0.38167 0.40723
O -0.46886 -2.85520 -0.89917
C -0.36778 -1.72828 -0.53244
C -0.38848 3.68659 0.76499
O -0.13357 4.73155 1.16890
C 0.02112 0.78146 -1.71821
O 0.18410 0.73455 -2.88128
C 1.10594 -0.24963 1.90095
O 1.97286 -0.74570 2.49257
H 0.65896 -1.11550 -0.26796
O -3.13548 0.29984 1.22618
H -3.50887 1.06384 1.70418
H -3.81610 -0.40537 1.24331
```

Output
Net charge: +2
Energy relative to the best compared isomer or geometry (same formula, charge and spin), kcal/mol: 48.2
2S+1: 2
Orbital gap (alpha / beta), eV: 6.77 / 6.76
E_HOMO (alpha / beta), Ha: -0.63001 / -0.62908

Atomic partial charges in e from the Mulliken method, atoms 1 to 2: number 1, O, carries -0.115; number 2, C, carries 0.104

2.
# C5H11N

A single C5H11N molecule (ωB97M-V/def2-TZVPD, the OMol25 dataset).

Structure (XYZ):
```
17
C5H11N | the OMol25 dataset | ωB97M-V/def2-TZVPD
C 1.39064 -2.08732 0.40638
C 0.15845 -1.58741 0.43146
C -0.18613 -0.30556 1.17191
N -0.35623 0.93822 0.43301
C 0.73990 1.27970 -0.44769
C -1.66771 1.22946 -0.12140
H 1.63885 -3.03127 -0.06741
H 2.21411 -1.56394 0.88599
H -0.64663 -2.14787 -0.04221
H 0.61189 -0.13968 1.90669
H -1.10516 -0.47112 1.74616
H 0.54556 2.25712 -0.90147
H 1.67607 1.36004 0.12012
H 0.90959 0.55720 -1.26861
H -1.73333 1.12282 -1.21703
H -1.95433 2.26127 0.12072
H -2.42686 0.57378 0.31699
```

Output
Energy relative to the best compared isomer or geometry (same formula, charge and spin), kcal/mol: 32.4
Orbital gap, eV: 9.30
E_HOMO, Ha: -0.29996

Atomic partial charges in e from the Mulliken method, atoms 1 to 2: number 1, C, carries -0.703; number 2, C, carries 0.097

3.
# C4H8O

A single C4H8O molecule (ωB97M-V/def2-TZVPD, the OMol25 dataset).

Structure (XYZ):
```
13
C4H8O | the OMol25 dataset | ωB97M-V/def2-TZVPD
C -1.30388 -0.89479 0.12885
C -0.08726 -0.03753 0.49318
C 1.15120 -0.23670 -0.39463
O 1.57709 1.14022 -0.63931
C -0.25777 1.43289 0.11862
H -2.17769 -0.62331 0.73496
H -1.09689 -1.95881 0.30420
H -1.56906 -0.75672 -0.92660
H 0.17630 -0.21117 1.54790
H 0.92609 -0.74100 -1.34580
H 1.98145 -0.75437 0.09484
H -0.07947 2.09428 0.98333
H 0.75989 1.54701 -1.09953
```

Output
Energy relative to the best compared isomer or geometry (same formula, charge and spin), kcal/mol: 105.3
Orbital gap, eV: 8.95
E_HOMO, Ha: -0.31793

Atomic partial charges in e from the Mulliken method, atoms 1 to 2: number 1, C, carries -1.411; number 2, C, carries 0.599

4.
# C21H38F2NO20

7 unconnected molecules or ions with the total composition C21H38F2NO20 in a non-equilibrium geometry (ωB97M-V/def2-TZVPD, the OMol25 dataset).

Structure (XYZ):
```
82
C21H38F2NO20 | the OMol25 dataset | ωB97M-V/def2-TZVPD
C -3.91394 -2.99880 -2.23932
N -4.06629 -1.52974 -1.91474
C -2.98226 -0.67193 -2.52668
O -2.19794 0.05033 -1.67988
F -2.63971 -0.57118 -3.96633
C -5.45936 -1.00522 -2.18115
O -6.18738 -1.24286 -3.29535
F -6.15754 -0.18918 -1.12163
H -2.96747 -3.34353 -1.60212
H -3.73758 -3.20200 -3.37836
C -9.01159 0.17675 -1.51703
O -9.76344 -0.10496 -0.33818
C -10.89007 -0.82968 -0.55439
O -11.28433 -1.23685 -1.63590
O -11.50208 -1.02277 0.64121
C -12.71080 -1.77629 0.56678
H -8.13356 0.76011 -1.22660
H -8.66862 -0.75074 -1.98689
H -9.60366 0.77221 -2.21949
H -12.51571 -2.78175 0.18016
H -13.45070 -1.25885 -0.05238
H -13.11394 -1.86925 1.57889
C -0.76274 1.98919 -0.18329
O 0.10333 3.12094 -0.24133
C 1.35215 2.89350 0.23823
O 1.76436 1.83815 0.69343
O 2.06283 4.04376 0.12367
C 3.40657 3.95256 0.59314
H -1.73295 2.28471 -0.59191
H -0.36799 1.16949 -0.79230
H -0.90903 1.66770 0.85296
H 3.96791 3.21132 0.01526
H 3.42688 3.70956 1.66042
H 3.88027 4.92808 0.45348
C 0.61958 3.61458 2.92845
O 0.18804 4.38871 4.04595
C 1.05668 4.39680 5.08839
O 2.12942 3.81527 5.13249
O 0.52489 5.16392 6.07328
C 1.33646 5.26415 7.24189
H -0.15054 3.67916 2.15491
H 1.55292 4.01458 2.51919
H 0.73783 2.56316 3.20968
H 2.29843 5.72998 7.00504
H 1.48332 4.27865 7.69550
H 0.81457 5.89997 7.96225
C 8.92508 7.71303 1.79630
O 8.17324 7.43132 2.97515
C 7.04660 6.70660 2.75894
O 6.65234 6.29943 1.67743
O 6.43459 6.51351 3.95454
C 5.22587 5.75999 3.88011
H 9.80312 8.29639 2.08673
H 9.26805 6.78554 1.32644
H 8.33301 8.30849 1.09384
H 5.42096 4.75453 3.49349
H 4.48597 6.27743 3.26095
H 4.82274 5.66703 4.89223
C -0.74592 -7.18971 -4.78897
O -0.96725 -5.84341 -4.37328
C 0.15706 -5.08620 -4.31136
O 1.28916 -5.46052 -4.57432
O -0.19646 -3.84040 -3.90605
C 0.89410 -2.92787 -3.79507
H -1.71167 -7.70230 -4.80278
H -0.32698 -7.21752 -5.80008
H -0.09047 -7.70914 -4.08247
H 1.37862 -2.78541 -4.76638
H 1.61507 -3.27698 -3.04883
H 0.49633 -1.96449 -3.46459
C 3.15122 -6.89027 -3.03602
O 3.71196 -6.18596 -1.92974
C 4.65195 -6.88284 -1.24269
O 5.03153 -8.01567 -1.49471
O 5.09633 -6.10096 -0.22658
C 6.09691 -6.70940 0.58765
H 2.41257 -6.23939 -3.51179
H 3.92452 -7.12974 -3.77310
H 2.64249 -7.79869 -2.69760
H 6.98786 -6.94171 -0.00457
H 5.70587 -7.61057 1.07090
H 6.37838 -5.99590 1.36690
```

Output
Net charge: -1
Energy relative to the best compared isomer or geometry (same formula, charge and spin), kcal/mol: 59.8
Orbital gap, eV: 5.16
E_HOMO, Ha: -0.12352

Atomic partial charges in e from the Mulliken method, atoms 1 to 2: number 1, C, carries -0.937; number 2, N, carries 0.360

5.
# C37H49AsBFN3Sc

A molecular structure, C37H49AsBFN3Sc (ωB97M-V/def2-TZVPD, the OMol25 dataset).

Structure (XYZ):
```
93
C37H49AsBFN3Sc | the OMol25 dataset | ωB97M-V/def2-TZVPD
Sc -0.33209 -0.67839 0.24681
C 0.01016 4.05496 -3.05432
C 0.10844 3.30633 -1.72439
C 1.13059 3.97445 -0.80671
C -1.27241 3.18193 -1.09907
C -1.92681 4.34677 -0.71522
C -3.20242 4.31236 -0.18021
C -3.85171 3.09800 -0.06386
C -3.24370 1.89943 -0.43734
C -4.08427 0.63621 -0.30266
C -3.73844 -0.23131 0.90440
C -4.17823 -0.20180 -1.57572
C -1.92197 1.93814 -0.92341
N -1.18532 0.73610 -1.13036
C -0.90623 0.47331 -2.45838
C -1.63071 0.88751 -3.58331
C -1.22701 0.52486 -4.86043
C -0.09541 -0.25041 -5.07432
C 0.66558 -0.66347 -3.98475
C 0.22733 -0.27655 -2.75067
F 0.97650 -0.61159 -1.61032
H 0.98561 4.09076 -3.54316
H -0.32307 5.08385 -2.90307
H -0.69171 3.56981 -3.73179
H 0.48123 2.30708 -1.93705
H 0.80897 4.97211 -0.49756
H 2.08263 4.08542 -1.32937
H 1.31301 3.38794 0.09389
H -1.42274 5.29888 -0.83249
H -3.69413 5.22574 0.12774
H -4.86608 3.06709 0.31715
H -5.09447 1.01205 -0.10516
H -2.78030 -0.75007 0.79757
H -4.47212 -1.03090 1.01846
H -3.72874 0.34496 1.83253
H -3.23394 -0.67596 -1.82968
H -4.49381 0.40843 -2.42259
H -4.91969 -0.99119 -1.44163
H -2.51452 1.49512 -3.43993
H -1.81878 0.85016 -5.70594
H 0.19437 -0.53975 -6.07401
H 1.55993 -1.26162 -4.09070
N -0.93152 1.12056 1.66899
C 0.09718 1.60767 2.53602
C 0.48521 2.93652 2.46024
C 1.52058 3.40374 3.25478
C 2.15116 2.54602 4.14323
C 1.73168 1.22811 4.24061
C 0.70130 0.73442 3.44659
C 0.23026 -0.67053 3.54391
C 0.15443 -1.27779 4.79666
C -0.30380 -2.58246 4.91631
C -0.67543 -3.28658 3.78202
C -0.57510 -2.68170 2.53282
C -0.13280 -1.35867 2.37077
H -1.64027 0.62412 2.20361
H -1.38252 1.88929 1.17999
H -0.03434 3.60231 1.78077
H 1.82359 4.44002 3.18252
H 2.96441 2.90043 4.76213
H 2.21865 0.55348 4.93408
H 0.43100 -0.72155 5.68504
H -0.37673 -3.03957 5.89503
H -1.03519 -4.30493 3.86673
H -0.84495 -3.26633 1.65693
B -1.55191 -4.02247 -2.79241
C -1.40790 -3.02574 -1.58796
N -1.29660 -2.29596 -0.69105
H -2.45798 -4.76850 -2.51013
H -0.48566 -4.59442 -2.86861
H -1.77929 -3.35244 -3.77278
C 2.09282 -4.70574 2.17033
C 2.70006 -4.30107 0.84073
As 2.22168 -2.52666 0.16048
C 3.17772 -2.68869 -1.55642
C 3.96537 -1.47077 -2.01748
C 3.43833 -1.41199 1.22126
C 3.19494 0.07147 0.99516
H 2.50937 -5.65893 2.50194
H 1.01387 -4.82556 2.09477
H 2.28393 -3.97053 2.95452
H 2.42261 -5.00408 0.05192
H 3.79368 -4.29282 0.88863
H 2.42525 -2.97698 -2.29318
H 3.84954 -3.54456 -1.44660
H 3.33469 -0.59166 -2.14585
H 4.44588 -1.66961 -2.97753
H 4.75534 -1.21258 -1.31129
H 4.47382 -1.68793 1.00698
H 3.23744 -1.67726 2.26270
H 3.37085 0.36907 -0.03896
H 3.83275 0.68907 1.63113
H 2.16914 0.34396 1.27102
```

Output
Energy relative to the best compared isomer or geometry (same formula, charge and spin), kcal/mol: 4.6
Orbital gap, eV: 8.18
E_HOMO, Ha: -0.28602

Atomic partial charges in e from the Mulliken method, atoms 1 to 2: number 1, Sc, carries -1.577; number 2, C, carries -1.756

6.
# C12H11BO2

A single C12H11BO2 molecule in a non-equilibrium geometry (ωB97M-V/def2-TZVPD, the OMol25 dataset).

Structure (XYZ):
```
26
C12H11BO2 | the OMol25 dataset | ωB97M-V/def2-TZVPD
O -0.03522 -2.88521 -0.92628
B 0.02594 -1.57211 -0.62860
C -1.22745 -0.76842 -0.20795
C -2.60963 -1.17968 -0.05603
C -3.67242 -0.34904 0.27382
C -3.37345 0.92923 0.69891
C -2.08868 1.38013 0.61189
C -1.09003 0.63115 0.07705
O 0.06393 1.35828 -0.08775
C 1.06933 0.84388 -0.93571
C 2.25985 1.62815 -0.62358
C 3.05454 1.21133 0.34063
C 2.87532 0.10082 1.13705
C 2.07931 -0.85670 0.75713
C 1.32474 -0.74396 -0.58648
H 0.79240 -3.39278 -0.99229
H -2.96368 -2.21455 -0.37136
H -4.64548 -0.89600 0.25868
H -4.04345 1.66619 1.10238
H -1.73986 2.28726 0.92017
H 0.89398 1.07862 -2.06817
H 2.41261 2.49510 -1.22684
H 3.94112 1.84866 0.44326
H 3.11397 0.07084 2.15819
H 1.63364 -1.61271 1.40155
H 1.94870 -1.05848 -1.46967
```

Output
Energy relative to the best compared isomer or geometry (same formula, charge and spin), kcal/mol: 95.4
Orbital gap, eV: 8.98
E_HOMO, Ha: -0.31051

Atomic partial charges in e from the Mulliken method, atoms 1 to 2: number 1, O, carries -0.640; number 2, B, carries 0.533